Entry from OMol25: a cluster of 9 separate species, C43H92Br2N11O2 in total (ωB97M-V/def2-TZVPD).

Calculated values
- Total charge: +4
- Largest force on an atom: 7.1 eV/A
- HOMO energy (alpha / beta): -10.83 / -14.50 eV
- LUMO energy (alpha / beta): -7.43 / -7.50 eV
- Spin multiplicity: 2
- Kohn-Sham gap (alpha / beta): 3.40 / 7.00 eV

Last column: Mulliken spin population.
Positions of all 150 atoms, in Å:
C1 -10.62390 -2.69748 0.47196  0.0000
C2 -10.49040 -2.65035 -1.04538  -0.0002
N1 -9.35609 -1.74110 -1.35905  0.0005
C3 -9.34589 -0.40504 -1.05890  0.0022
C4 -8.25968 0.21152 -1.59972  0.0015
N2 -7.54762 -0.78588 -2.28716  -0.0068
C5 -8.27286 -1.95547 -2.17993  0.0039
C6 -6.25629 -0.76647 -2.98663  -0.0261
H1 -11.56225 -3.19064 0.72571  0.0000
H2 -10.62551 -1.84087 1.14598  0.0000
H3 -9.81111 -3.23726 0.95790  0.0001
H4 -11.39386 -2.34752 -1.57469  0.0000
H5 -10.21215 -3.65943 -1.34940  0.0001
H6 -10.20127 -0.12264 -0.46309  -0.0001
H7 -7.84030 1.20510 -1.54199  0.0000
H8 -7.91956 -2.85235 -2.66695  0.0004
H9 -6.45494 -1.08333 -4.01047  -0.0028
H10 -5.44566 -1.26348 -2.45376  0.0325
H11 -5.94332 0.27249 -3.09019  0.0012
C7 -3.85722 0.17384 -0.25272  0.0026
C8 -2.80965 -0.77244 -0.75848  -0.0084
N3 -1.79052 -1.01622 0.20926  -0.0275
C9 -1.87126 -1.87883 1.30966  0.2086
C10 -0.70776 -1.85386 2.07070  -0.1138
N4 0.06871 -0.95515 1.41369  0.0884
C11 -0.54155 -0.46918 0.31019  0.7349
C12 1.37491 -0.50402 1.94942  -0.0138
H12 -4.79933 -0.06253 -0.74734  0.0067
H13 -3.68052 1.23142 -0.44875  0.0053
H14 -4.02285 0.16614 0.82459  0.0002
H15 -2.36430 -0.34357 -1.65616  0.0460
H16 -3.27436 -1.73771 -0.95949  0.0595
H17 -2.75678 -2.44840 1.55014  0.0173
H18 -0.36808 -2.25494 3.01417  -0.0206
H19 -0.07282 0.22604 -0.37052  -0.0323
H20 1.94754 -1.29536 2.43313  -0.0015
H21 1.28697 0.25020 2.73143  0.0110
H22 1.97422 0.01655 1.20247  0.0097
C13 -2.21026 -6.03490 -2.50449  0.0006
C14 -2.46569 -4.88146 -1.57151  0.0277
N5 -1.68204 -5.04913 -0.33716  -0.0407
C15 -0.39851 -4.50128 -0.09589  0.0058
C16 0.01049 -4.93158 1.20752  0.0154
N6 -0.96923 -5.69365 1.75195  0.0081
C17 -1.98195 -5.86692 0.76869  0.0127
C18 -1.01815 -6.22922 3.04569  0.0003
H23 -1.24536 -6.53696 -2.43360  0.0002
H24 -2.43117 -5.69223 -3.51536  -0.0008
H25 -2.90769 -6.85298 -2.32435  0.0006
H26 -3.50721 -4.65183 -1.34656  0.0014
H27 -2.02102 -4.05081 -2.11960  0.0082
H28 0.17308 -3.87572 -0.76551  -0.0044
H29 0.82057 -4.61527 1.84793  -0.0023
H30 -2.88299 -6.46234 0.77043  0.0012
H31 -1.90739 -6.85427 3.12735  0.0000
H32 -1.11868 -5.32867 3.65150  0.0005
H33 -0.00918 -6.61315 3.19631  -0.0003
C19 6.71224 -3.18300 0.64196  -0.0006
C20 7.31510 -2.97531 2.07706  0.0000
N7 6.67136 -1.83542 2.73731  -0.0001
C21 7.31639 -0.63077 2.87882  -0.0001
C22 6.61309 0.19313 3.74163  0.0000
N8 5.38438 -0.40652 3.99008  0.0004
C23 5.49761 -1.70624 3.48200  -0.0002
C24 4.31630 0.11766 4.84654  -0.0057
H34 7.40471 -3.40405 -0.17029  0.0000
H35 5.94654 -2.48382 0.30590  0.0005
H36 6.04671 -4.04047 0.74158  0.0000
H37 8.39846 -2.86876 2.02190  0.0000
H38 7.17547 -3.89885 2.63891  0.0000
H39 8.23746 -0.34566 2.39227  0.0000
H40 6.88286 1.20013 4.02372  -0.0001
H41 4.71488 -2.43418 3.63637  0.0005
H42 3.88579 -0.64912 5.49060  -0.0002
H43 3.47596 0.32450 4.18387  0.0065
H44 4.63222 1.07413 5.26305  -0.0001
C25 9.60377 3.68619 -3.57344  0.0000
C26 9.08944 2.28392 -3.88203  0.0000
C27 8.33479 1.65720 -2.71207  0.0000
C28 7.25523 2.56183 -1.96774  0.0000
N9 6.54110 2.04793 -0.69624  -0.0002
C29 5.88437 0.63651 -0.91813  0.0015
C30 4.72126 0.55571 0.05948  -0.0089
C31 4.39835 1.95311 0.51964  0.0020
C32 5.36231 2.93529 -0.25992  0.0007
C33 7.58557 1.91870 0.41925  0.0002
H45 10.03748 3.93283 -4.54254  0.0000
H46 10.45799 3.76961 -2.90154  0.0000
H47 8.80776 4.40920 -3.39531  0.0000
H48 9.87373 1.68838 -4.34929  0.0000
H49 8.37865 2.39911 -4.70033  0.0000
H50 9.05890 1.41684 -1.93362  0.0000
H51 7.95506 0.70000 -3.06937  0.0000
H52 6.49197 2.80195 -2.70794  0.0000
H53 7.56512 3.57837 -1.72545  0.0000
H54 6.63795 -0.15082 -0.90013  0.0001
H55 5.34830 0.55250 -1.86347  -0.0001
H56 5.05184 0.05725 0.97073  0.0003
H57 3.80951 0.04501 -0.25034  0.0121
H58 4.66601 2.01471 1.57448  0.0010
H59 3.36055 2.25333 0.37492  -0.0032
H60 5.86885 3.76273 0.23693  0.0000
H61 4.91574 3.37501 -1.15175  0.0000
H62 8.20196 1.07235 0.11615  0.0000
H63 7.03488 1.76392 1.34709  -0.0001
H64 8.10615 2.87358 0.49196  0.0000
C34 -1.75195 4.62305 -3.55772  -0.0005
N10 -2.79719 3.52280 -3.56695  -0.0013
C35 -2.70244 2.75532 -2.27603  -0.0006
C36 -4.26339 4.06427 -3.56726  0.0011
C37 -2.47328 2.65184 -4.82260  0.0007
C38 -3.42220 1.40882 -5.08615  0.0039
O1 -3.28472 0.66817 -3.92456  -0.0193
H65 -0.89073 3.99630 -3.32628  0.0005
H66 -2.08263 5.30245 -2.77211  -0.0001
H67 -1.70538 5.01598 -4.57337  0.0001
H68 -3.59267 2.12639 -2.26975  0.0047
H69 -2.65827 3.35490 -1.36683  -0.0013
H70 -1.80851 2.17021 -2.49199  0.0009
H71 -4.32255 4.64322 -4.48891  0.0001
H72 -4.45254 4.75507 -2.74560  -0.0002
H73 -4.90839 3.18559 -3.56828  0.0004
H74 -1.41634 2.38795 -4.78590  0.0003
H75 -2.75490 3.27569 -5.67090  0.0001
H76 -3.26550 0.91680 -6.04607  0.0008
H77 -4.47195 1.66181 -4.93746  0.0001
H78 -3.15804 -0.26259 -4.12261  0.0072
C39 -1.90272 4.42506 3.29655  0.0007
N11 -2.19220 2.95500 3.26527  0.0061
C40 -3.65632 2.76104 2.89712  -0.0016
C41 -1.41231 2.29799 2.04704  -0.0089
C42 -1.69601 2.43348 4.62483  0.0009
C43 -1.91942 0.95536 4.88229  0.0032
O2 -3.23519 0.29703 4.66592  0.0052
H79 -2.58471 4.80017 4.05962  -0.0005
H80 -2.17449 4.86513 2.33708  -0.0002
H81 -0.85215 4.63686 3.49540  0.0005
H82 -3.94595 1.71375 2.81112  -0.0006
H83 -3.96282 3.36756 2.04490  -0.0001
H84 -4.27235 3.13929 3.71292  -0.0002
H85 -1.87945 1.33194 1.85570  0.0250
H86 -0.39034 2.34237 2.42351  -0.0031
H87 -1.57022 2.97442 1.20704  -0.0434
H88 -2.21482 2.97561 5.41542  0.0002
H89 -0.64235 2.68111 4.75357  -0.0007
H90 -1.55488 0.63698 5.85894  -0.0005
H91 -1.27694 0.53741 4.10729  -0.0031
H92 -3.22659 -0.65517 4.78777  -0.0010
Br1 2.24537 -3.51931 3.91665  0.0004
Br2 1.04807 2.38379 -1.84481  0.0049

---

Entry from OMol25: a cluster of 5 separate species, CH10O6 in total (ωB97M-V/def2-TZVPD).

Calculated values
- Total charge: 0
- Structure (SMILES): O=CO.O.O.O.O
- Largest force on an atom: 2.0 eV/A
- HOMO energy: -10.93 eV
- Relative energy (zero: lowest compared OMol25 entry of this formula, charge and spin): 0.968 eV
- LUMO energy: 0.48 eV
- Kohn-Sham gap: 11.40 eV

Last column: natural (NBO) charge in e.
Positions of all 17 atoms, in Å:
O1 0.00555 1.10905 -2.21394  -0.5888
C1 -0.36461 1.73528 -1.27233  0.6630
O2 0.20166 1.60390 -0.09585  -0.7485
H1 -1.14314 2.50513 -1.35923  0.1002
H2 -0.24439 1.58178 0.76999  0.5400
H3 -0.12578 -0.96504 0.92447  0.4843
H4 0.45369 -1.95013 1.72799  0.4954
O3 -0.04809 -1.14280 1.84815  -0.9750
H5 0.24421 -1.88563 -0.95545  0.4899
H6 -1.02973 -2.82415 -1.00239  0.4815
O4 -0.29602 -2.50339 -0.44416  -0.9719
H7 2.21490 -0.27682 0.16654  0.4784
H8 1.86208 -0.50198 -1.25113  0.4792
O5 2.20359 -0.99093 -0.47498  -0.9544
H9 -0.94589 0.46953 2.30267  0.5193
H10 -2.31395 1.29635 2.28074  0.5016
O6 -1.42029 1.21186 1.90197  -0.9943

---

Entry from OMol25: a cluster of 2 separate species, CH3FO2 in total (ωB97M-V/def2-TZVPD).

Calculated values
- Total charge: 0
- Largest force on an atom: 2.4 eV/A
- HOMO energy: -9.50 eV
- Relative energy (zero: lowest compared OMol25 entry of this formula, charge and spin): 2.525 eV
- LUMO energy: -0.13 eV
- Kohn-Sham gap: 9.37 eV

Last column: natural (NBO) charge in e.
Positions of all 7 atoms, in Å:
C1 0.22186 -0.05814 -0.50780  0.7679
O1 0.38145 -1.19196 0.10599  -0.5961
O2 0.54089 1.11118 -0.03836  -0.6013
F1 -2.02528 0.19145 0.01765  -0.8101
H1 0.06611 -0.11702 -1.57647  0.2087
H2 0.37370 -1.12998 1.07453  0.5136
H3 0.44128 1.19447 0.92447  0.5173

---

Entry from OMol25: a cluster of 2 separate species, C4H9N3O2 in total (ωB97M-V/def2-TZVPD).

Calculated values
- Total charge: 0
- Structure (SMILES): NC(=O)CO.CNC#N
- Largest force on an atom: 1.3 eV/A
- HOMO energy: -9.82 eV
- Relative energy (zero: lowest compared OMol25 entry of this formula, charge and spin): 1.587 eV
- LUMO energy: 0.07 eV
- Kohn-Sham gap: 9.89 eV

Last column: natural (NBO) charge in e.
Positions of all 18 atoms, in Å:
C1 1.71536 0.94258 -0.11269  -0.1664
C2 0.65450 1.77939 -0.83663  0.6457
N1 -0.56246 1.87842 -0.21858  -0.8369
O1 1.77430 1.14040 1.29078  -0.6922
O2 0.83328 2.31396 -1.92593  -0.5937
H1 0.91906 0.87594 1.65999  0.4511
H2 -1.27537 2.38485 -0.72903  0.4078
H3 -0.85328 1.23711 0.50172  0.3751
H4 2.69364 1.19862 -0.52869  0.2184
H5 1.53968 -0.11612 -0.30710  0.1917
C3 -1.14071 -1.77717 1.08192  -0.3970
N2 -1.05011 -1.27837 -0.30069  -0.6757
C4 -0.28508 -1.85223 -1.24018  0.4041
N3 0.40368 -2.31780 -2.04191  -0.3643
H6 -1.86334 -0.73334 -0.60674  0.4144
H7 -2.12990 -2.20776 1.25608  0.2051
H8 -0.37431 -2.52990 1.28775  0.2303
H9 -0.99894 -0.93853 1.76998  0.1825

---

Entry from OMol25: a cluster of 2 separate species, C4H14N4O in total (ωB97M-V/def2-TZVPD).

Calculated values
- Total charge: 0
- Largest force on an atom: 1.7 eV/A
- HOMO energy: -7.24 eV
- Relative energy (zero: lowest compared OMol25 entry of this formula, charge and spin): 3.041 eV
- LUMO energy: 0.88 eV
- Kohn-Sham gap: 8.11 eV

Last column: natural (NBO) charge in e.
Positions of all 23 atoms, in Å:
C1 0.79132 -0.17310 0.24215  -0.0603
C2 1.16066 0.81097 1.35278  -0.6608
C3 1.05540 -1.58880 0.72515  -0.6450
N1 1.62098 0.04775 -0.96994  -0.8966
H1 -0.52705 1.31264 -0.55559  0.4408
H2 1.73431 1.04263 -1.14849  0.3508
H3 2.56948 -0.31852 -0.85292  0.3549
H4 2.21889 0.71847 1.65446  0.1997
H5 1.01850 1.85610 1.05133  0.1870
H6 0.82595 -2.33002 -0.04565  0.2135
H7 0.55088 0.64673 2.24782  0.2138
H8 2.10765 -1.73121 1.03131  0.1804
H9 0.43812 -1.83396 1.59304  0.2229
N2 -1.56222 1.20769 -0.68377  -0.5432
C4 -1.21774 -0.56200 -0.59885  0.7494
N3 -2.30921 1.60404 0.47009  -0.6470
N4 -0.81516 -0.94401 -1.85335  -0.9363
O1 -2.03735 -1.11989 0.10220  -0.6978
H10 -2.06418 1.45656 -1.54218  0.4040
H11 -1.63898 1.64901 1.23861  0.3575
H12 -2.90353 0.80355 0.70730  0.3808
H13 0.17949 -0.71537 -2.03662  0.4341
H14 -1.19619 -1.83926 -2.12887  0.3974

---

Entry from OMol25: the molecule C5H9ClN2 (ωB97M-V/def2-TZVPD).

Calculated values
- Total charge: 0
- Structure (SMILES): N[C@H]1C[C@H]2N[C@H]2[C@@H]1Cl
- Largest force on an atom: 1.7 eV/A
- HOMO energy: -9.27 eV
- Relative energy (zero: lowest compared OMol25 entry of this formula, charge and spin): 1.037 eV
- LUMO energy: 0.96 eV
- Kohn-Sham gap: 10.23 eV

Last column: natural (NBO) charge in e.
Positions of all 17 atoms, in Å:
C1 -0.25107 1.06472 0.22870  -0.0802
C2 -0.94684 0.24073 1.31735  -0.4394
C3 -1.14606 -1.06440 0.66675  -0.0787
C4 -0.18234 -1.22331 -0.48025  -0.1031
C5 0.59267 0.10587 -0.59410  -0.1798
H1 -1.74343 1.22160 -1.06216  0.3730
H2 -1.67999 2.49938 -0.14072  0.3523
H3 0.44570 1.74752 0.67910  0.2107
H4 -1.86184 0.76532 1.60565  0.2159
H5 -0.28506 0.10303 2.16309  0.2239
H6 -1.41999 -1.95096 1.22421  0.2044
H7 -2.15832 -1.83840 -0.92840  0.3729
H8 0.36973 -2.12134 -0.72788  0.2206
H9 0.72390 0.40132 -1.61776  0.2356
N1 -1.07209 1.83911 -0.65087  -0.8254
N2 -1.62847 -1.01235 -0.71180  -0.6280
Cl1 2.24206 -0.07979 0.08899  -0.0747